# 1
C9H14S | ωB97M-V with the def2-TZVPD basis set

Positions of all 24 atoms, in Å:
C -2.665 -0.018 -0.005
C -1.665 1.881 1.197
C -1.565 0.476 0.786
C -0.558 2.328 1.864
C 0.477 1.567 2.230
C -0.540 -0.324 1.212
C 0.579 0.157 1.955
H -2.369 2.593 0.810
H -0.537 3.416 2.307
H -3.047 -1.122 0.220
H -2.238 -0.354 -0.969
H 1.306 1.908 2.780
H -0.512 -1.289 0.766
H 1.324 -0.441 2.518
H -3.653 0.693 -0.091
C 2.675 -0.600 -1.175
C 0.917 -1.864 -2.742
S 2.199 -2.350 -1.726
H 3.711 -0.685 -1.146
H 2.307 0.189 -1.891
H 2.142 -0.321 -0.301
H 0.408 -3.036 -2.682
H 1.014 -1.588 -3.727
H 0.289 -1.216 -2.194

Summary:
Energy above the lowest of the compared OMol25 structures with the same formula, charge and spin, kJ/mol: 249.2
HOMO level (alpha / beta), Ha: 0.0241 / -0.1226
Charge: -1
2S+1: 2
Max |F|, hartree/bohr: 0.123

# 2
C9H14S | ωB97M-V with the def2-TZVPD basis set

Positions of all 24 atoms, in Å:
C -0.329 2.431 1.306
C 1.602 -0.650 2.341
C 0.710 -1.676 2.048
C 1.249 0.668 2.141
C -0.002 0.995 1.595
C -0.569 -1.341 1.642
C -0.919 -0.016 1.373
H 2.562 -0.890 2.774
H 0.962 -2.726 2.044
H 1.919 1.465 2.441
H -1.321 -2.102 1.460
H -1.141 2.550 0.594
H 0.509 2.974 0.857
H -1.834 0.239 0.845
H -0.607 2.954 2.223
C -1.008 -1.485 -2.502
C 1.020 0.321 -2.819
S -0.757 0.312 -2.505
H -0.333 -1.889 -1.755
H -2.042 -1.650 -2.217
H -0.805 -1.922 -3.480
H 1.495 -0.295 -2.053
H 1.379 1.348 -2.813
H 1.216 -0.136 -3.784

Summary:
SMILES: Cc1ccccc1.CSC
Energy above the lowest of the compared OMol25 structures with the same formula, charge and spin, kJ/mol: 12.4
HOMO level, Ha: -0.3080
Max |F|, hartree/bohr: 0.015

# 3
C9H14S | ωB97M-V with the def2-TZVPD basis set

Positions of all 24 atoms, in Å:
C 2.149 2.914 2.242
C 2.905 0.310 -0.415
C 3.041 1.167 0.637
C 1.664 0.342 -1.081
C 2.054 1.943 1.083
C 0.620 1.026 -0.539
C 0.751 1.976 0.431
H 3.734 -0.352 -0.717
H 4.013 1.061 1.267
H 1.671 -0.153 -2.110
H -0.336 1.112 -1.142
H 1.383 2.676 2.994
H 2.112 3.968 1.917
H -0.065 2.549 0.810
H 3.115 2.928 2.764
C -3.113 -2.118 -2.230
C -3.144 -3.210 0.442
S -2.358 -3.297 -1.235
H -2.794 -1.074 -2.107
H -2.938 -2.362 -3.298
H -4.260 -1.807 -2.110
H -2.677 -2.533 1.143
H -3.222 -4.158 0.953
H -4.303 -2.909 0.301

Summary:
SMILES: Cc1ccccc1.CSC
Energy above the lowest of the compared OMol25 structures with the same formula, charge and spin, kJ/mol: 176.9
HOMO level, Ha: -0.3098
Max |F|, hartree/bohr: 0.099

# 4
C9H15AlBrF4N3 | ωB97M-V with the def2-TZVPD basis set

Positions of all 33 atoms, in Å:
C 0.108 0.583 4.130
C -0.560 -0.328 3.439
C -1.295 -1.417 2.524
C -1.353 -1.064 0.945
N -2.734 -1.588 0.556
C -3.186 -0.654 -0.518
N -4.387 -0.953 -1.054
N -2.259 0.474 -0.789
C -1.402 0.462 0.458
C -0.086 1.388 0.533
C 1.012 1.116 -0.616
C 0.521 1.435 -2.124
Br 1.860 -0.715 -0.486
H 0.762 1.497 4.412
H -0.663 -2.396 2.616
H -2.354 -1.715 2.904
H -0.633 -1.813 0.454
H -2.724 -2.493 0.038
H -4.694 -0.734 -2.019
H -5.039 -1.519 -0.464
H -2.762 1.381 -0.935
H -2.100 0.989 1.237
H -0.450 2.492 0.398
H 0.462 1.363 1.546
H 1.893 1.851 -0.403
H -0.423 2.102 -2.124
H 0.306 0.505 -2.765
H 1.404 1.992 -2.647
F 7.914 -0.192 -1.747
Al 6.155 -0.452 -1.841
F 5.658 -0.553 -3.549
F 5.308 0.908 -1.056
F 5.732 -1.972 -1.009

Summary:
HOMO level, Ha: -0.3582
Max |F|, hartree/bohr: 0.139

# 5
C9H15BO2 | ωB97M-V with the def2-TZVPD basis set

Positions of all 27 atoms, in Å:
C 2.689 -3.028 1.154
C 2.806 -1.837 0.877
C 3.066 -0.497 0.071
C 2.007 -0.424 -1.147
C 1.608 1.068 -1.537
B 0.266 1.628 -0.838
C -0.336 0.928 0.481
C -1.797 1.453 0.903
C -2.663 0.133 1.256
C -3.275 -0.506 -0.048
O -2.525 -0.817 -0.969
O -4.646 -0.752 -0.133
H 2.479 -4.116 1.288
H 4.112 -0.516 -0.367
H 2.957 0.366 0.791
H 1.136 -1.116 -0.963
H 2.578 -0.848 -2.042
H 1.436 1.083 -2.668
H 2.492 1.750 -1.345
H -0.229 2.596 -1.338
H -0.334 -0.191 0.342
H 0.356 1.228 1.343
H -2.297 2.079 0.109
H -1.776 2.052 1.872
H -1.957 -0.645 1.690
H -3.425 0.354 2.064
H -4.728 -1.424 -0.846

Summary:
SMILES: C#CCCCBCCCC(=O)O
Energy above the lowest of the compared OMol25 structures with the same formula, charge and spin, kJ/mol: 559.4
HOMO level, Ha: -0.3609
Max |F|, hartree/bohr: 0.041

# 6
C9H15BO3 | ωB97M-V with the def2-TZVPD basis set

Positions of all 28 atoms, in Å:
O 0.555 0.571 -1.137
O -1.016 -0.926 -0.079
O -0.608 1.306 0.845
B -0.351 0.290 -0.116
C 3.048 -0.992 -0.877
C -1.951 -3.471 0.894
C -0.291 3.738 -0.476
C 1.918 -1.453 -1.380
C -2.581 -2.327 1.101
C 0.632 3.302 0.343
C 0.892 -0.510 -1.944
C -1.775 -1.053 1.055
C 0.371 2.254 1.318
H 3.838 -1.615 -0.468
H 3.202 0.059 -0.805
H -2.501 -4.374 0.764
H -0.871 -3.575 0.848
H -1.309 3.486 -0.330
H -0.054 4.399 -1.289
H 1.742 -2.514 -1.501
H -3.624 -2.304 1.372
H 1.659 3.623 0.246
H 1.320 -0.088 -2.857
H -0.020 -1.060 -2.222
H -1.053 -0.995 1.883
H -2.421 -0.118 1.079
H 0.000 2.674 2.217
H 1.251 1.673 1.515

Summary:
SMILES: C=CCOB(OCC=C)OCC=C
Energy above the lowest of the compared OMol25 structures with the same formula, charge and spin, kJ/mol: 0.0
HOMO level, Ha: -0.3536
Max |F|, hartree/bohr: 0.060

# 7
C9H15Br2 | ωB97M-V with the def2-TZVPD basis set

Positions of all 26 atoms, in Å:
Br 1.970 -0.845 3.967
Br 0.533 0.684 5.081
C -1.274 3.778 0.318
C -1.404 2.434 0.181
C -0.301 1.596 0.346
C -0.411 0.175 -0.067
C -0.126 -0.038 -1.578
C -0.140 -1.494 -1.949
C 0.808 -2.323 -1.111
C 0.601 -2.056 0.360
C 0.648 -0.608 0.720
H -2.085 4.459 0.173
H -0.265 4.124 0.555
H -2.292 1.953 -0.229
H 0.668 1.979 0.746
H -1.451 -0.131 0.111
H -0.940 0.456 -2.129
H 0.867 0.377 -1.835
H -1.154 -1.889 -1.850
H 0.175 -1.564 -2.993
H 0.612 -3.387 -1.300
H 1.840 -2.077 -1.392
H -0.374 -2.432 0.664
H 1.408 -2.500 0.941
H 1.643 -0.177 0.467
H 0.446 -0.495 1.804

Summary:
Energy above the lowest of the compared OMol25 structures with the same formula, charge and spin, kJ/mol: 11.6
HOMO level (alpha / beta), Ha: -0.2631 / -0.3662
2S+1: 2
Max |F|, hartree/bohr: 0.027

# 8
C9H15Br2ClN2O2P | ωB97M-V with the def2-TZVPD basis set

Positions of all 32 atoms, in Å:
C -0.446 -2.709 3.760
C -0.919 -2.517 2.314
Br -1.884 -4.161 1.840
C -1.852 -1.322 2.142
Br -1.231 0.303 3.036
P -2.311 -0.943 0.382
N -3.997 -1.021 0.236
Cl -1.558 -2.262 -0.938
C -1.772 0.720 -0.165
C -1.296 0.624 -1.618
O -1.986 0.716 -2.536
O 0.011 0.383 -1.685
H 0.228 -3.560 3.810
H -1.314 -2.976 4.359
H 0.075 -1.840 4.147
H -0.022 -2.413 1.708
H -2.788 -1.568 2.641
H -4.184 -1.922 -0.217
H -4.340 -1.166 1.189
H -0.920 1.084 0.405
H -2.593 1.428 -0.122
H 0.245 0.175 -2.607
N 2.539 1.952 -1.874
C 3.121 1.842 -3.110
C 4.230 2.643 -3.126
C 4.326 3.259 -1.851
C 3.272 2.812 -1.100
H 1.703 1.476 -1.581
H 2.696 1.206 -3.869
H 4.900 2.774 -3.960
H 5.084 3.950 -1.522
H 2.981 3.032 -0.087

Summary:
HOMO level, Ha: -0.3775
Charge: +1
Max |F|, hartree/bohr: 0.080

# 9
C9H15Br4NO4S | ωB97M-V with the def2-TZVPD basis set

Positions of all 34 atoms, in Å:
N -4.986 0.454 4.239
C -4.777 -0.078 3.241
O -4.609 -0.664 2.112
C -3.558 -1.645 1.996
C -2.328 -1.024 1.335
C -1.131 -0.844 2.269
C -0.725 -2.107 3.045
S -2.102 -3.149 3.456
O -2.271 -4.130 2.430
O -2.077 -3.504 4.831
O -3.314 -2.106 3.307
H -4.002 -2.444 1.405
H -2.046 -1.602 0.454
H -2.628 -0.039 0.973
H -1.287 -0.011 2.955
H -0.275 -0.574 1.647
H -0.045 -2.738 2.473
H -0.288 -1.848 4.008
Br -0.203 1.805 -0.608
C 1.180 1.230 -1.846
C 1.133 -0.253 -2.093
Br 1.804 -1.263 -0.573
H 2.127 1.546 -1.424
H 0.995 1.777 -2.768
H 1.779 -0.517 -2.928
H 0.125 -0.609 -2.283
Br 2.985 4.388 -2.632
C 4.335 3.797 -3.900
C 4.144 2.360 -4.307
Br 4.623 1.110 -2.897
H 5.297 3.972 -3.430
H 4.231 4.442 -4.770
H 4.785 2.118 -5.151
H 3.111 2.149 -4.566

Summary:
SMILES: N#CO[C@H]1CCCS(=O)(=O)O1.BrCCBr.BrCCBr
HOMO level, Ha: -0.3879
Max |F|, hartree/bohr: 0.009

# 10
C9H15F2N3O12 | ωB97M-V with the def2-TZVPD basis set

Positions of all 41 atoms, in Å:
C -0.306 1.699 1.526
C 0.185 1.365 0.072
O 0.078 2.581 -0.603
C -0.445 3.540 0.208
O -0.560 4.670 -0.101
O -0.809 3.010 1.398
F -0.629 0.432 -0.473
H 0.589 1.707 2.154
H -1.047 1.001 1.905
H 1.208 0.998 0.113
C 2.363 -2.083 -0.489
C 1.562 -3.386 -0.724
O 1.729 -3.617 -2.082
C 2.384 -2.574 -2.691
O 2.661 -2.591 -3.844
O 2.605 -1.608 -1.837
F 0.255 -3.257 -0.398
H 3.374 -2.236 -0.118
H 1.877 -1.295 0.077
H 2.008 -4.163 -0.103
C 4.096 2.413 1.794
N 4.343 1.928 3.173
O 5.115 2.554 3.851
O 3.670 1.008 3.563
H 4.967 2.954 1.440
H 3.304 3.157 1.860
H 3.833 1.534 1.217
C -3.815 0.283 -3.759
N -3.406 -0.319 -2.461
O -4.205 -0.442 -1.552
O -2.273 -0.737 -2.393
H -4.342 -0.482 -4.325
H -2.886 0.627 -4.193
H -4.536 1.086 -3.628
C -3.753 -1.720 1.283
N -2.663 -1.004 2.005
O -1.631 -1.584 2.243
O -2.915 0.092 2.472
H -3.874 -2.719 1.686
H -3.451 -1.659 0.242
H -4.660 -1.163 1.491

Summary:
SMILES: O=C1OC[C@@H](F)O1.O=C1OC[C@@H](F)O1.C[N+](=O)[O-].C[N+](=O)[O-].C[N+](=O)[O-]
Energy above the lowest of the compared OMol25 structures with the same formula, charge and spin, kJ/mol: 39.9
HOMO level, Ha: -0.4127
Max |F|, hartree/bohr: 0.042

# 11
C9H15N2 | ωB97M-V with the def2-TZVPD basis set

Positions of all 26 atoms, in Å:
C -1.312 2.339 -3.695
C -1.232 2.494 -2.343
C -1.593 0.265 -2.819
C 1.127 -0.695 0.347
C -1.267 0.681 -0.544
C 1.389 -2.688 1.994
C -0.309 1.021 1.677
C 0.796 -2.092 0.779
C -0.814 1.786 0.419
N -1.593 0.975 -4.005
N -1.322 1.136 -1.816
H -1.186 3.034 -4.484
H -1.037 3.319 -1.727
H -1.504 -0.831 -2.643
H 1.876 -0.105 0.724
H 1.457 -3.816 1.841
H 0.953 -2.434 2.924
H 2.449 -2.459 2.220
H 0.456 1.455 2.201
H 0.120 0.107 1.086
H -1.176 0.689 2.425
H -0.358 -2.245 0.909
H 1.170 -2.561 -0.118
H -1.735 2.323 0.625
H 0.038 2.532 0.126
H -1.834 0.513 -4.787

Summary:
Energy above the lowest of the compared OMol25 structures with the same formula, charge and spin, kJ/mol: 833.2
HOMO level (alpha / beta), Ha: -0.4066 / -0.4065
Charge: +1
Max |F|, hartree/bohr: 0.141

# 12
C9H15N2O10P2Rb | ωB97M-V with the def2-TZVPD basis set

Positions of all 39 atoms, in Å:
Rb 0.302 -0.959 0.639
C -4.456 -0.916 -0.794
C -3.573 -0.316 0.293
C -4.364 -0.118 1.585
O -2.460 -1.172 0.538
C -3.016 1.073 -0.159
O -3.870 1.871 -0.595
O -1.778 1.246 -0.045
H -4.886 -1.863 -0.448
H -3.863 -1.114 -1.687
H -5.259 -0.225 -1.049
H -4.779 -1.073 1.926
H -5.179 0.587 1.420
H -3.706 0.271 2.363
H -2.761 -2.036 0.843
O 1.304 -3.637 -0.604
P 1.143 -4.179 0.926
O 1.202 -5.655 0.956
O 0.029 -3.409 1.563
O 2.565 -3.591 1.565
P 3.102 -2.078 1.500
O 4.692 -2.292 1.761
O 2.527 -1.246 2.591
O 2.937 -1.602 0.079
H 1.895 -2.853 -0.629
H 4.850 -2.248 2.713
N -0.184 2.971 -1.479
C 1.162 2.858 -1.349
C 2.030 3.895 -1.761
C 3.389 3.701 -1.659
C 3.880 2.497 -1.160
C 2.955 1.539 -0.772
N 1.636 1.707 -0.852
H -0.558 3.890 -1.633
H -0.808 2.293 -1.009
H 1.621 4.816 -2.159
H 4.068 4.487 -1.975
H 4.940 2.303 -1.066
H 3.269 0.576 -0.378

Summary:
Energy above the lowest of the compared OMol25 structures with the same formula, charge and spin, kJ/mol: 49.2
HOMO level, Ha: -0.1145
Charge: -2
Max |F|, hartree/bohr: 0.025

# 13
C9H15N3 | ωB97M-V with the def2-TZVPD basis set

Positions of all 27 atoms, in Å:
C 0.247 1.836 0.015
C -0.192 0.540 -0.008
C 1.273 -0.241 -0.010
C 1.592 -1.622 -0.032
C -2.321 0.673 -1.196
C -2.257 0.503 1.317
C -1.736 -1.479 -0.094
C 3.561 0.722 -0.022
C -1.601 0.041 0.006
N 1.579 1.980 0.013
N 2.797 -2.030 0.048
N 2.126 0.792 -0.002
H -0.349 2.732 0.019
H 0.735 -2.295 -0.111
H -3.365 0.369 -1.228
H -2.277 1.759 -1.146
H -1.841 0.355 -2.119
H -1.646 0.209 2.168
H -2.370 1.583 1.338
H -3.243 0.059 1.434
H -2.790 -1.751 -0.128
H -1.264 -1.850 -1.001
H -1.298 -1.967 0.773
H 3.946 0.675 0.998
H 3.875 -0.174 -0.552
H 3.933 1.626 -0.499
H 2.887 -3.043 0.021

Summary:
SMILES: [H]/N=C/c1c(C(C)(C)C)cnn1C
Energy above the lowest of the compared OMol25 structures with the same formula, charge and spin, kJ/mol: 142.0
HOMO level, Ha: -0.3039
Max |F|, hartree/bohr: 0.123

# 14
C9H15N4O | ωB97M-V with the def2-TZVPD basis set

Positions of all 29 atoms, in Å:
C -1.880 0.176 2.012
C -1.609 0.829 0.820
C -1.738 -0.087 -0.249
C 3.240 -0.940 -0.143
C 2.117 -1.423 0.681
C 1.523 0.416 -0.321
C -1.142 2.295 0.630
C -2.280 -2.493 -0.361
C 3.435 1.059 -1.784
N -2.085 -1.111 1.673
N -2.129 -1.231 0.288
N 2.732 0.185 -0.843
N 1.111 -0.457 0.551
O 4.352 -1.456 -0.126
H -1.748 0.658 2.919
H 1.643 -2.343 0.403
H 2.521 -1.648 1.745
H 1.023 1.344 -0.647
H -1.462 2.672 1.630
H -0.109 2.418 0.701
H -1.645 2.608 -0.277
H -3.259 -2.651 -0.670
H -1.650 -2.470 -1.261
H -1.934 -3.417 0.302
H 4.019 0.246 -2.401
H 2.741 1.585 -2.389
H 4.151 1.791 -1.321
H -2.248 -2.030 2.254
H -1.746 0.278 -1.248

Summary:
HOMO level (alpha / beta), Ha: -0.3532 / -0.4491
Charge: +1
2S+1: 3
Max |F|, hartree/bohr: 0.096

# 15
C9H15N6 | ωB97M-V with the def2-TZVPD basis set

Positions of all 30 atoms, in Å:
C 4.197 -0.288 -0.898
C 3.851 1.009 -0.494
C 2.957 -0.985 -0.755
C -1.298 -0.297 -1.426
C -1.047 1.628 0.004
C -2.062 0.726 -0.686
C 0.678 -0.143 0.075
C -0.781 -1.389 1.725
C 0.605 -0.954 1.394
N 2.570 1.123 -0.165
N -0.207 -0.806 -1.113
N 2.045 -0.097 -0.357
N 0.158 1.188 0.374
N -1.930 -0.810 -2.552
N -1.380 2.794 0.408
H 5.103 -0.492 -1.420
H 4.478 1.734 -0.199
H 2.553 -1.956 -1.100
H -2.740 1.183 -1.404
H -2.714 0.404 0.145
H -1.518 -0.757 1.777
H -0.775 -1.842 2.697
H -1.100 -2.186 1.113
H 1.273 -1.851 1.296
H 1.108 -0.316 2.101
H 1.081 1.764 0.214
H -2.847 -0.399 -2.865
H -1.320 -1.334 -3.282
H -2.266 3.075 0.198
H -0.771 3.185 1.111

Summary:
SMILES: CC[C@@]1(n2cccn2)N=C(N)CC(=[NH2+])N1
Energy above the lowest of the compared OMol25 structures with the same formula, charge and spin, kJ/mol: 60.4
HOMO level, Ha: -0.4626
Charge: +1
Max |F|, hartree/bohr: 0.110

# 16
C9H15NO2S | ωB97M-V with the def2-TZVPD basis set

Positions of all 28 atoms, in Å:
C 1.165 -0.184 1.188
C 1.139 -0.180 -0.378
C -0.337 0.140 1.369
C 0.669 1.334 -0.609
C 0.099 -1.205 -0.627
C -0.469 1.433 0.411
C -0.956 -0.901 0.502
C 1.662 2.375 -0.443
C 0.691 -2.612 -0.767
N -3.394 -0.099 0.922
O -2.744 -0.414 -1.637
O -1.706 1.330 -0.285
S -2.387 -0.114 -0.237
H 1.327 -1.186 1.621
H 1.829 0.465 1.550
H 2.140 -0.345 -0.854
H -0.828 0.065 2.377
H 0.270 1.363 -1.577
H -0.445 -0.975 -1.588
H -0.472 2.438 0.812
H -1.544 -1.645 1.099
H 1.951 2.353 0.641
H 1.182 3.405 -0.758
H 2.761 2.255 -0.957
H 1.886 -2.573 -0.573
H 0.543 -2.936 -1.776
H 0.265 -3.361 -0.110
H -4.296 -0.227 0.687

Summary:
SMILES: C[C@@H]1[C@@H]2C[C@H]3[C@H](O[S@@](=N)(=O)[C@@H]13)[C@H]2C
Energy above the lowest of the compared OMol25 structures with the same formula, charge and spin, kJ/mol: 288.1
HOMO level, Ha: -0.3463
Max |F|, hartree/bohr: 0.086